# 1
The following is a DFT calculation (the ωB97M-V functional and the def2-TZVPD basis) of one molecule with the formula C2H7N3OS.

Properties
E = -717.9295 Ha
strongest force on any atom = 5.62 eV/A
relative energy (zero: lowest compared OMol25 entry of this formula, charge and spin) = 3.984 eV
SMILES string = CS/C(=N\O)NN

Structure (ORCA input):
```
! wB97M-V def2-TZVPD RIJCOSX def2/J DEFGRID3
* xyz 0 1
S -1.2681 0.5497 -0.8015
N 0.8134 -0.9142 -0.3235
C -2.3340 -0.3469 0.4078
H -3.4697 -0.0394 0.3784
C 0.2751 0.3628 -0.2902
H -1.7760 -0.1070 1.4160
N 2.1624 -1.2018 -0.2629
O 1.0323 2.5666 -0.0281
H 2.6491 -0.4127 -0.6905
H 2.5287 -1.3922 0.8205
H 0.4887 -1.5976 -0.9014
H -2.2503 -1.5556 0.3467
N 1.1386 1.2928 0.0220
H 0.0098 2.7955 -0.0934
*
```

=====

# 2
The following is a DFT calculation (the ωB97M-V functional and the def2-TZVPD basis) of C2H7N3P as an isolated structure.

Properties
E = -585.6001 Ha
strongest force on any atom = 4.60 eV/A
relative energy (zero: lowest compared OMol25 entry of this formula, charge and spin) = 6.028 eV

Structure (ORCA input):
```
! wB97M-V def2-TZVPD RIJCOSX def2/J DEFGRID3
* xyz 1 1
N -0.9976 0.7312 -0.2255
N -0.6270 -0.6513 -1.4145
H 1.6238 -0.7672 1.2762
H -0.4098 0.7080 1.7988
H -1.1714 -0.6906 -2.3468
H -0.0159 -1.4421 1.4503
P 0.7286 -1.5474 -0.9659
H 0.8030 1.3040 0.5974
C 0.6416 -0.8212 0.8199
C 0.0533 0.5579 0.7511
N -1.9859 1.3894 -0.2093
H 1.9664 -0.8704 -1.5983
H -2.6680 1.7001 -0.9992
*
```

=====

# 3
The following is a DFT calculation (the ωB97M-V functional and the def2-TZVPD basis) of an isolated ion of composition C2H7N3P and charge +1.

Properties
E = -585.5938 Ha
strongest force on any atom = 4.01 eV/A
relative energy (zero: lowest compared OMol25 entry of this formula, charge and spin) = 6.201 eV
SMILES string = [H]/N=N/CC[PH]#[NH+]

Structure (ORCA input):
```
! wB97M-V def2-TZVPD RIJCOSX def2/J DEFGRID3
* xyz 1 1
H 2.0797 1.4538 0.4427
H -0.5235 1.5361 -0.4812
P 1.6755 0.1098 0.7993
N -1.3325 -0.8232 -1.7802
H -1.0034 -1.5680 -2.4530
H -0.0955 1.2951 1.9215
C -0.0078 0.3946 1.3077
H -0.3503 -0.6237 1.7083
H -1.9492 0.6009 0.3737
N -0.7134 -0.4906 -0.8217
C -0.8963 0.5686 0.0313
N 1.2547 -1.1154 -0.1087
H 1.8619 -1.3380 -0.9397
*
```

=====

# 4
The following is a DFT calculation (the ωB97M-V functional and the def2-TZVPD basis) of an isolated ion of composition C2H7N3P and charge +1.

Properties
E = -585.7831 Ha
strongest force on any atom = 3.44 eV/A
relative energy (zero: lowest compared OMol25 entry of this formula, charge and spin) = 1.048 eV
SMILES string = [NH2+]=C1NCPN1

Structure (ORCA input):
```
! wB97M-V def2-TZVPD RIJCOSX def2/J DEFGRID3
* xyz 1 1
H 0.4815 -1.6512 -1.4118
H 1.3118 -1.4067 1.8814
H -1.5831 -0.2129 1.8426
N -0.5078 0.7786 0.2919
H 0.4271 1.7652 -1.9107
N 0.4059 -1.0442 -0.5399
N 0.1758 0.7684 -1.9677
H -0.5217 1.7295 0.4150
H 0.4861 0.2798 -2.8240
C -0.6554 0.0382 1.4904
P 0.0709 -1.6994 1.1125
C 0.0930 0.2162 -0.7470
H -0.1841 0.4385 2.3674
*
```

=====

# 5
The following is a DFT calculation (the ωB97M-V functional and the def2-TZVPD basis) of one molecule with the formula C2H7N3S.

Properties
E = -642.7587 Ha
strongest force on any atom = 4.65 eV/A
relative energy (zero: lowest compared OMol25 entry of this formula, charge and spin) = 2.556 eV
SMILES string = [H]/N=C(/CN)NS

Structure (ORCA input):
```
! wB97M-V def2-TZVPD RIJCOSX def2/J DEFGRID3
* xyz 0 1
H -1.1263 -2.4229 -0.8173
N 0.9343 -1.0854 -0.3468
N -0.6063 1.6691 -0.6579
H -1.4165 0.5252 1.1638
N -1.3845 -1.5870 -0.0764
H -1.6141 1.4915 -0.9803
H 0.3533 1.0144 1.1105
H 2.7246 -0.0762 1.3784
H 1.0205 -2.0498 -0.6664
C -0.5399 0.6368 0.4634
S 2.4048 -0.0062 -0.2068
H -0.4147 2.6482 -0.2532
C -0.3352 -0.7577 -0.1110
*
```

=====

# 6
The following is a DFT calculation (the ωB97M-V functional and the def2-TZVPD basis) of one molecule with the formula C2H7N3S.

Properties
E = -642.8271 Ha
strongest force on any atom = 1.92 eV/A
relative energy (zero: lowest compared OMol25 entry of this formula, charge and spin) = 0.696 eV
SMILES string = [H]/N=C(\CN)NS

Structure (ORCA input):
```
! wB97M-V def2-TZVPD RIJCOSX def2/J DEFGRID3
* xyz 0 1
H 1.4614 1.6811 -0.7799
C -0.1702 0.7863 -0.0905
N -0.7348 1.9366 -0.1211
S 2.3981 -0.2413 0.0061
N -0.8006 -1.7720 -0.3831
N 1.1608 0.7222 -0.6744
C -0.7673 -0.5672 0.4406
H -0.2568 -0.7439 1.4073
H -1.4825 -1.7828 -1.0947
H 0.0884 -1.9787 -0.8460
H 2.5841 0.2944 1.2445
H -1.7028 1.9402 0.2705
H -1.7777 -0.2749 0.6207
*
```

=====

# 7
The following is a DFT calculation (the ωB97M-V functional and the def2-TZVPD basis) of a 2-piece molecular cluster, C2H7N4 overall.

Properties
E = -299.2203 Ha
strongest force on any atom = 4.74 eV/A
relative energy (zero: lowest compared OMol25 entry of this formula, charge and spin) = 0.048 eV

Structure (ORCA input):
```
! wB97M-V def2-TZVPD RIJCOSX def2/J DEFGRID3
* xyz 1 1
H -1.4276 1.2647 0.3400
C 0.0886 -0.1126 0.0221
H -1.3826 0.2203 -1.1774
N 4.8156 0.0676 0.0127
N 0.3478 -1.4346 -0.0473
H 0.9578 1.6715 0.5689
N 1.0464 0.7789 0.1217
H -0.4099 -2.1468 -0.1688
H -1.9874 -0.4068 0.4476
C -1.3132 0.2996 -0.0707
N 3.7544 0.3925 -0.0850
H 2.0892 0.6446 -0.2290
H 1.3048 -1.5945 -0.4054
*
```

=====

# 8
The following is a DFT calculation (the ωB97M-V functional and the def2-TZVPD basis) of C2H7N4 as an isolated structure.

Properties
E = -299.0178 Ha
strongest force on any atom = 4.01 eV/A
relative energy (zero: lowest compared OMol25 entry of this formula, charge and spin) = 5.557 eV

Structure (ORCA input):
```
! wB97M-V def2-TZVPD RIJCOSX def2/J DEFGRID3
* xyz 1 1
H 3.2751 -0.1188 0.6329
H -1.0916 1.6652 0.7078
C 1.5189 0.1176 -0.0953
N 2.6830 -0.4454 -0.0991
C -0.6126 1.3437 -0.1076
H 2.7008 -1.4140 -0.2947
H -2.1790 -0.1906 0.6660
N 0.6825 0.9688 -0.0637
H -0.7326 2.1109 -0.8615
H -2.0615 -0.3916 -1.0101
N -0.5578 -1.3013 -0.2163
N -1.4752 -0.3593 -0.1852
H -0.3614 -1.6627 0.7758
*
```

=====

# 9
The following is a DFT calculation (the ωB97M-V functional and the def2-TZVPD basis) of an isolated ion of composition C2H7N4 and charge +1.

Properties
E = -299.0340 Ha
strongest force on any atom = 5.92 eV/A
relative energy (zero: lowest compared OMol25 entry of this formula, charge and spin) = 5.118 eV

Structure (ORCA input):
```
! wB97M-V def2-TZVPD RIJCOSX def2/J DEFGRID3
* xyz 1 1
C 1.9027 1.2007 -1.6161
H -0.5866 -1.5089 1.5951
H 2.8887 1.6588 -1.6632
N -1.4695 -0.9556 1.3735
H -1.6051 -0.1836 2.0931
H 1.4569 0.6683 -2.4223
N -0.6288 0.0789 -0.5889
C -1.6431 -0.5096 0.0676
N 1.5173 0.9200 -0.4073
N 0.4644 0.3315 0.1774
H -2.0689 -1.8259 1.4460
H 2.1938 1.1107 0.3916
H -2.4217 -0.9853 -0.4465
*
```

=====

# 10
The following is a DFT calculation (the ωB97M-V functional and the def2-TZVPD basis) of an isolated ion of composition C2H7N4 and charge +1.

Properties
E = -298.9716 Ha
strongest force on any atom = 4.31 eV/A
relative energy (zero: lowest compared OMol25 entry of this formula, charge and spin) = 6.816 eV

Structure (ORCA input):
```
! wB97M-V def2-TZVPD RIJCOSX def2/J DEFGRID3
* xyz 1 1
H -0.5756 1.8746 -0.3325
H -2.0659 1.1236 0.4486
H -1.3989 -1.2416 -0.7255
H 1.3739 -0.8354 1.4693
N -0.2296 0.5022 1.2468
N 0.9168 -0.1874 0.9258
C -0.9446 -0.2015 -0.9787
N 1.8659 -0.7632 -1.0465
C -1.0662 0.9336 0.0465
H -0.6456 0.1900 2.0789
N 0.9646 -0.4776 -0.3237
H 2.7900 -0.8956 -0.7492
H -0.9848 -0.0217 -2.0599
*
```

=====

# 11
The following is a DFT calculation (the ωB97M-V functional and the def2-TZVPD basis) of a 2-piece molecular cluster, C2H7N4 overall.

Properties
E = -299.0055 Ha
strongest force on any atom = 4.28 eV/A
relative energy (zero: lowest compared OMol25 entry of this formula, charge and spin) = 5.893 eV

Structure (ORCA input):
```
! wB97M-V def2-TZVPD RIJCOSX def2/J DEFGRID3
* xyz 1 1
C -2.1544 -0.8879 0.1969
N 0.1191 2.0643 0.0702
C 0.2586 0.7422 0.0448
H 0.7317 -1.7026 0.3728
H 0.7128 2.5727 -0.5760
H 2.3112 0.6734 -0.1889
H -0.8039 2.2966 -0.0494
N 1.3713 0.1179 -0.1210
H -2.7272 -0.3455 0.9670
N 1.5645 -1.1510 0.2680
H -2.5471 -1.8113 -0.3279
N -1.0104 -0.9316 -0.2693
H 2.1740 -1.6371 -0.3872
*
```

=====

# 12
The following is a DFT calculation (the ωB97M-V functional and the def2-TZVPD basis) of a 2-piece molecular cluster, C2H7N4O overall.

Properties
E = -374.2932 Ha
strongest force on any atom = 4.22 eV/A
relative energy (zero: lowest compared OMol25 entry of this formula, charge and spin) = 4.255 eV

Structure (ORCA input):
```
! wB97M-V def2-TZVPD RIJCOSX def2/J DEFGRID3
* xyz 1 1
C 1.0273 1.4138 -0.2434
H 0.8043 -2.3763 -0.6207
N 0.8123 0.0303 -0.0819
C -0.2042 -0.7445 0.0003
H 0.7435 1.8266 -1.2186
N 3.1113 -0.7097 -0.1434
H 0.7175 1.8938 0.6809
N -0.0505 -2.1472 -0.1937
H 2.0097 1.7036 0.0099
N -1.4114 -0.2797 0.4322
O 3.5292 0.2543 0.1675
H -2.2501 -0.9440 0.5128
H -1.8137 0.6450 0.2781
H -0.8998 -2.5140 -0.5207
*
```

=====

# 13
The following is a DFT calculation (the ωB97M-V functional and the def2-TZVPD basis) of a 2-piece molecular cluster, C2H7N4O overall.

Properties
E = -374.3680 Ha
strongest force on any atom = 2.72 eV/A
relative energy (zero: lowest compared OMol25 entry of this formula, charge and spin) = 2.222 eV

Structure (ORCA input):
```
! wB97M-V def2-TZVPD RIJCOSX def2/J DEFGRID3
* xyz 1 1
H -0.7574 1.9065 0.3240
O -1.3875 -1.2462 -0.4149
H 0.7929 -0.7138 -1.2031
C -1.1309 -1.3165 0.7514
N -0.1378 1.2829 -0.1570
H -0.3864 0.1613 -1.6703
C 0.6850 0.4471 0.4170
H 0.9280 0.5614 1.4313
N -0.5871 -1.3318 1.8322
H 2.2548 -0.5440 -0.3160
N 1.2365 -0.4911 -0.3315
H -0.6990 -1.7357 2.7789
H -0.2979 1.9167 -2.0031
N -0.5132 1.1032 -1.4390
*
```

=====

# 14
The following is a DFT calculation (the ωB97M-V functional and the def2-TZVPD basis) of an isolated ion of composition C2H7N4O and charge +1.

Properties
E = -374.2800 Ha
strongest force on any atom = 4.64 eV/A
relative energy (zero: lowest compared OMol25 entry of this formula, charge and spin) = 4.615 eV
SMILES string = NC1=C(O)N[NH2+]N1

Structure (ORCA input):
```
! wB97M-V def2-TZVPD RIJCOSX def2/J DEFGRID3
* xyz 1 1
H -1.1482 0.4638 1.3129
N -1.1898 -0.7384 -0.1141
H -1.5202 -0.8976 -1.0211
N -0.4084 1.4745 -0.0156
H 2.1166 1.8919 -0.3097
H -0.7288 1.8580 -0.9105
C 0.7860 0.5990 -0.0619
N -1.4991 0.5862 0.3161
C 0.3095 -0.7075 0.0381
H -2.4020 0.9903 0.0819
O 2.0035 1.1383 0.1730
N 1.0393 -1.8662 0.1546
H 0.5955 -2.7938 0.4842
H 2.0460 -1.9983 -0.1280
*
```

=====

# 15
The following is a DFT calculation (the ωB97M-V functional and the def2-TZVPD basis) of a 2-piece molecular cluster, C2H7N4O overall.

Properties
E = -374.2726 Ha
strongest force on any atom = 3.96 eV/A
relative energy (zero: lowest compared OMol25 entry of this formula, charge and spin) = 4.816 eV

Structure (ORCA input):
```
! wB97M-V def2-TZVPD RIJCOSX def2/J DEFGRID3
* xyz 1 1
H -0.4711 0.6183 0.1350
C -2.7188 0.1125 0.0042
N -3.3341 -0.8223 -0.3909
H 2.9919 -1.1648 0.2143
C 1.9883 0.8806 -0.2578
N 2.0497 -1.3908 0.0483
H -2.2055 2.0666 0.1729
H 1.4980 -2.0309 0.6207
H 1.4122 1.8606 -0.2388
N -2.0244 1.1115 0.1663
O 0.0208 -0.3229 0.0554
H 2.9819 1.0353 -0.5140
H -3.5734 -1.7231 -0.0022
N 1.3845 -0.2306 -0.0133
*
```

=====

# 16
The following is a DFT calculation (the ωB97M-V functional and the def2-TZVPD basis) of an isolated ion of composition C2H7N4O and charge +1.

Properties
E = -374.1903 Ha
strongest force on any atom = 4.67 eV/A
relative energy (zero: lowest compared OMol25 entry of this formula, charge and spin) = 7.056 eV
SMILES string = C=C(N)NON=[NH2+]

Structure (ORCA input):
```
! wB97M-V def2-TZVPD RIJCOSX def2/J DEFGRID3
* xyz 1 1
C -0.7818 1.8715 -0.2780
H -1.1775 0.0400 2.3723
N 0.0734 -0.2218 0.5639
N 1.2553 -1.6748 -0.6607
H 0.8605 -1.7248 -2.6165
H -1.3217 2.8095 -0.3997
H -1.0350 1.7161 2.4406
H 0.3550 -0.5932 1.5085
C -0.6912 0.9374 0.7222
N 1.3867 -2.2082 -1.8059
H 2.2133 -2.7175 -2.0537
N -1.3316 0.9252 1.9541
H -0.1929 1.6349 -1.1680
O 0.3875 -0.7943 -0.5790
*
```

=====

# 17
The following is a DFT calculation (the ωB97M-V functional and the def2-TZVPD basis) of an isolated ion of composition C2H7N4O and charge +1.

Properties
E = -374.2297 Ha
strongest force on any atom = 7.23 eV/A
relative energy (zero: lowest compared OMol25 entry of this formula, charge and spin) = 5.984 eV
SMILES string = [H]/N=N\[NH+]=C(\N)OC

Structure (ORCA input):
```
! wB97M-V def2-TZVPD RIJCOSX def2/J DEFGRID3
* xyz 1 1
C -1.5021 -1.4154 0.0820
H -0.5836 2.2771 0.2138
H 1.9491 -1.4535 0.0535
N 1.5028 0.9917 -0.2581
H -2.1322 -1.2613 -0.7047
H -1.9169 1.2479 0.3316
C -0.1848 0.5350 -0.3699
N 2.7447 -0.8382 0.0320
N -1.0026 1.4373 0.0609
H -1.7533 -0.7873 1.0358
O -0.2466 -0.7343 -0.3775
H -1.0901 -2.3193 0.2642
N 2.5133 0.3090 -0.0425
H 1.7025 2.0114 -0.3211
*
```

=====

# 18
The following is a DFT calculation (the ωB97M-V functional and the def2-TZVPD basis) of an isolated ion of composition C2H7N4OS and charge +1.

Properties
E = -772.4854 Ha
strongest force on any atom = 3.06 eV/A
relative energy (zero: lowest compared OMol25 entry of this formula, charge and spin) = 2.150 eV
SMILES string = N/[N+](=C/N=C\O)NS

Structure (ORCA input):
```
! wB97M-V def2-TZVPD RIJCOSX def2/J DEFGRID3
* xyz 1 1
N 0.6254 -0.8100 0.2234
N 1.6933 -1.8346 0.0418
H 0.7502 2.5023 0.0390
H 2.5655 -1.4194 -0.3611
H 1.8012 0.1627 1.4675
H -3.0142 0.6524 1.0203
C -1.9916 0.9438 -0.6691
H 1.8677 -1.9596 1.0505
O -2.8904 1.2613 0.2309
S 1.6663 1.6757 -0.4326
H -1.7635 1.7333 -1.3767
N -1.3778 -0.1696 -0.6803
H -0.4213 -2.0796 -0.8944
C -0.5192 -1.0681 -0.4594
N 1.0084 0.4094 0.8000
*
```